i) C2H6N2O3 | the ωB97M-V functional and the def2-TZVPD basis

Cartesian coordinates (Å):
C (0.293, 0.148, 1.623)
N (0.402, 0.022, 0.168)
O (1.337, 0.715, -0.372)
O (0.605, -1.401, -0.112)
C (-0.887, 0.382, -0.517)
N (-0.858, 0.017, -1.795)
O (-1.740, 0.970, 0.080)
H (-0.480, -0.506, 1.986)
H (0.067, 1.193, 1.837)
H (1.260, -0.106, 2.044)
H (1.551, -1.487, -0.329)
H (0.016, -0.308, -2.189)
H (-1.566, 0.361, -2.424)

**LUMO energy**: 0.0274 Eh
**SMILES string**: C[N@@+]([O-])(O)C(N)=O
**Kohn-Sham gap**: 10.27 eV

***

ii) C2H6N2O3 | the ωB97M-V functional and the def2-TZVPD basis

Cartesian coordinates (Å):
N (1.246, -0.466, 0.648)
C (0.067, -0.963, 1.065)
O (-0.278, -1.267, 2.175)
N (-0.968, -1.009, 0.038)
C (-0.941, -0.491, -1.211)
O (-0.219, 0.403, -1.618)
H (1.996, -0.544, 1.309)
H (1.269, 0.128, -0.168)
H (-1.634, -1.761, 0.176)
H (-1.706, -0.944, -1.855)
O (0.793, 2.889, -0.742)
H (0.778, 3.554, -1.419)
H (0.413, 2.074, -1.108)

**LUMO energy**: 0.0210 Eh
**SMILES string**: NC(=O)NC=O.O
**Kohn-Sham gap**: 11.27 eV

***

ii) is favored, and the nearest alternative lies 90.8 kcal/mol above it.